1.
{"formula": "C23H42Cl3LuN4O3SSi", "method": "ωB97M-V/def2-TZVPD", "homo_lumo_gap_ev": 7.4, "spin_multiplicity": 1, "e_above_lowest_kcal_mol": 191.3, "elements": ["C", "C", "H", "H", "H", "C", "C", "H", "H", "H", "H", "Lu", "Cl", "Cl", "H", "H", "C", "C", "N", "H", "C", "O", "H", "H", "H", "H", "H", "H", "C", "C", "N", "H", "C", "O", "H", "H", "H", "H", "O", "C", "C", "C", "H", "C", "H", "C", "H", "C", "C", "H", "H", "H", "Si", "Cl", "C", "C", "C", "H", "H", "H", "H", "H", "H", "H", "H", "H", "S", "C", "N", "C", "C", "N", "H", "H", "H", "H", "H", "H"], "coordinates": [[4.70, 2.81, -1.97], [3.65, 1.81, -2.39], [5.18, 3.22, -2.85], [5.48, 2.44, -1.36], [4.14, 3.57, -1.36], [3.61, 1.07, -3.53], [4.79, 0.92, -4.43], [2.63, 0.92, -4.01], [5.48, 0.14, -4.01], [5.34, 1.88, -4.60], [4.43, 0.48, -5.39], [-1.43, -0.79, 1.45], [-1.75, 1.54, 2.61], [-0.89, -2.46, 3.18], [-5.13, -2.45, 5.83], [-4.86, -0.06, 6.74], [-4.32, -2.27, 5.10], [-3.94, -0.06, 6.12], [-4.17, -0.83, 4.89], [-4.56, -2.74, 4.14], [-4.07, -0.31, 3.66], [-3.59, -0.95, 2.65], [-3.64, 0.96, 5.87], [-4.48, 0.78, 3.58], [-3.37, -2.68, 5.50], [-3.13, -0.58, 6.69], [2.89, -1.88, -0.39], [2.37, -2.19, -3.13], [2.44, -2.89, -0.45], [1.69, -3.02, -2.80], [1.32, -2.93, -1.37], [2.11, -3.21, 0.53], [0.05, -2.84, -0.93], [-0.30, -2.65, 0.27], [0.79, -3.06, -3.47], [-0.71, -2.90, -1.73], [3.21, -3.58, -0.81], [2.29, -3.94, -2.97], [3.00, 1.02, -0.60], [2.41, 1.81, -1.60], [0.95, 0.30, -3.09], [1.09, 1.43, -2.30], [1.83, -0.37, -3.21], [-0.19, 0.16, -3.87], [2.31, 2.89, -1.32], [0.12, 2.42, -2.32], [-0.26, -0.71, -4.53], [-1.18, 1.15, -3.87], [-1.05, 2.28, -3.05], [0.34, 3.33, -1.75], [-2.04, 1.07, -4.54], [-1.79, 3.09, -3.03], [2.86, 0.34, 1.55], [-0.03, 0.29, -0.21], [2.78, -1.49, 2.22], [1.69, 0.71, 3.15], [4.44, 1.34, 1.43], [2.09, -2.13, 1.63], [2.30, -1.52, 3.22], [3.78, -1.97, 2.35], [5.15, 0.92, 0.69], [4.96, 1.38, 2.41], [4.26, 2.39, 1.12], [0.75, 1.20, 2.87], [2.21, 1.27, 3.96], [1.36, -0.26, 3.62], [-2.24, -0.66, -1.25], [-3.70, 0.08, -0.91], [-4.90, -0.47, -1.17], [-6.00, 0.23, -0.54], [-5.30, 1.46, 0.08], [-3.90, 1.25, -0.27], [-4.96, -1.38, -1.62], [-6.47, -0.37, 0.25], [-6.72, 0.52, -1.31], [-5.42, 1.51, 1.18], [-5.68, 2.40, -0.36], [-3.16, 1.80, 0.14]]}

---

2.
{"formula": "C4H13NOP2", "method": "ωB97M-V/def2-TZVPD", "homo_lumo_gap_ev": [7.8, 8.2], "spin_multiplicity": 1, "e_above_lowest_kcal_mol": 62.8, "elements": ["C", "C", "C", "C", "N", "O", "P", "P", "H", "H", "H", "H", "H", "H", "H", "H", "H", "H", "H", "H", "H"], "coordinates": [[2.69, 0.74, -1.78], [-3.06, -1.32, 3.76], [1.33, 0.20, -2.10], [0.14, 0.89, -1.52], [0.07, 0.99, -0.04], [-1.98, 2.04, 2.28], [-0.88, -0.14, 0.75], [-1.09, 0.85, 2.82], [2.93, 1.04, -0.71], [3.54, -0.08, -2.01], [2.99, 1.57, -2.50], [-2.98, -1.91, 2.82], [-3.78, -0.45, 3.78], [-2.63, -1.68, 4.60], [1.20, -0.78, -1.75], [1.06, 0.21, -3.18], [-0.08, 1.84, -1.98], [-0.80, 0.25, -1.65], [0.80, 1.57, 0.26], [-2.64, 2.05, 1.56], [0.10, -1.00, 1.17]]}